[1]
Here is a structure of composition C43H62ClCsN2O5 in a non-equilibrium geometry from the Open Molecules 2025 dataset. Energies are from wB97M-V/def2-TZVPD.

Geometry as XYZ:
```
114
Properties=species:S:1:pos:R:3:forces:R:3
Cs 1.2039 -0.7007 1.6255 -1.119 -1.140 0.136
C -2.2060 -0.5564 4.5739 0.103 0.068 -0.044
N -1.2914 0.5287 4.2961 0.078 0.009 -0.028
C -0.7651 1.0711 5.5295 -0.005 -0.043 0.002
C -1.8445 1.6113 3.4937 -0.057 -0.010 -0.121
C -2.6598 1.1881 2.2811 0.132 0.048 0.165
N -1.8960 0.6476 1.1673 0.039 -0.135 -0.162
C -2.7167 -0.4079 0.5493 0.004 -0.024 -0.029
C -2.4001 -0.9490 -0.8177 0.001 0.048 0.162
C -3.3828 -0.8502 -1.7852 0.026 0.005 -0.096
C -3.2992 -1.4894 -3.0196 0.021 0.002 0.022
C -2.1473 -2.2468 -3.2349 -0.112 0.073 -0.144
C -1.1196 -2.3647 -2.3149 0.213 -0.078 0.076
C -1.2130 -1.7226 -1.0260 -0.327 -0.216 -0.157
O -0.3470 -1.8584 -0.0987 -0.756 -0.465 -0.762
C 0.1273 -3.1902 -2.6394 0.061 -0.028 0.028
C 1.3623 -2.2855 -2.5075 -0.077 -0.007 0.009
C 0.2385 -4.3736 -1.6628 0.005 0.102 0.015
C 0.1170 -3.7619 -4.0601 -0.017 0.052 0.050
C -4.4457 -1.3902 -4.0233 -0.076 -0.005 -0.006
C -4.7714 0.0808 -4.3310 0.020 -0.058 0.022
C -5.6996 -2.0621 -3.4363 0.029 0.035 -0.066
C -4.1152 -2.0790 -5.3492 0.000 0.037 0.060
C -1.5143 1.7512 0.2763 -0.040 -0.008 -0.034
C -0.4108 1.5427 -0.7301 -0.062 -0.004 0.073
C -0.7035 1.5435 -2.0780 0.064 0.089 -0.047
C 0.2928 1.5746 -3.0559 0.013 -0.009 -0.016
C 1.5995 1.5612 -2.5936 -0.028 0.032 -0.072
C 1.9627 1.5609 -1.2510 0.062 -0.118 0.211
C 0.9416 1.5804 -0.2406 -0.097 0.726 -0.700
O 1.1572 1.6641 1.0164 -0.043 1.986 -0.326
C 3.4750 1.5962 -0.9666 0.103 0.031 -0.047
C 3.8458 1.6449 0.5150 -0.016 0.082 0.003
C 4.0979 2.8440 -1.6208 -0.030 -0.035 -0.010
C 4.1381 0.3405 -1.5616 -0.061 0.094 0.016
C -0.0599 1.6830 -4.5385 -0.031 0.010 -0.084
C 1.1833 1.7760 -5.4271 -0.047 -0.004 0.058
C -0.8997 2.9499 -4.7747 0.027 -0.050 0.014
C -0.8650 0.4584 -4.9831 0.038 0.014 -0.004
H -3.1239 -0.2209 5.0973 -0.015 -0.010 -0.020
H -1.6951 -1.2790 5.2120 -0.025 -0.012 0.005
H -2.4879 -1.0625 3.6521 -0.027 -0.041 0.038
H -1.5664 1.5035 6.1629 0.001 0.015 -0.018
H -0.0432 1.8585 5.3127 -0.011 0.006 0.006
H -0.2592 0.2874 6.0911 0.002 0.020 0.011
H -1.0075 2.2304 3.1584 -0.018 0.046 0.058
H -2.5094 2.2404 4.1225 0.020 0.006 0.008
H -3.2363 2.0743 1.9572 -0.036 -0.029 -0.036
H -3.4055 0.4570 2.5967 -0.008 0.000 -0.016
H -3.7662 -0.0591 0.5031 0.005 0.006 0.006
H -2.6870 -1.2534 1.2501 -0.032 0.034 0.016
H -4.2630 -0.2558 -1.5479 -0.018 -0.015 0.025
H -2.0466 -2.7565 -4.1856 0.032 0.021 0.067
H 1.3924 -1.8718 -1.5024 0.111 0.036 0.002
H 1.2948 -1.4488 -3.2082 0.040 0.000 -0.011
H 2.2834 -2.8446 -2.7067 -0.007 -0.005 0.006
H 0.2433 -3.9987 -0.6410 0.007 -0.033 0.027
H 1.1588 -4.9403 -1.8438 -0.005 0.008 -0.015
H -0.6148 -5.0473 -1.7884 0.011 -0.002 -0.007
H 0.0452 -2.9686 -4.8095 -0.001 -0.033 -0.016
H -0.7109 -4.4609 -4.2095 0.004 0.012 -0.029
H 1.0512 -4.3041 -4.2299 0.007 -0.010 -0.008
H -5.0156 0.6270 -3.4191 0.002 0.021 -0.012
H -5.6248 0.1566 -5.0143 0.000 -0.011 0.003
H -3.9123 0.5678 -4.7964 -0.021 0.028 0.009
H -5.9972 -1.5744 -2.5070 -0.011 -0.008 0.017
H -5.4919 -3.1108 -3.2135 -0.008 0.000 0.011
H -6.5409 -2.0129 -4.1383 0.008 0.010 0.008
H -3.2177 -1.6462 -5.7970 0.000 -0.037 -0.021
H -4.9463 -1.9496 -6.0487 -0.005 -0.003 -0.010
H -3.9534 -3.1501 -5.2093 0.026 0.010 -0.027
H -1.1651 2.5492 0.9392 -0.029 0.017 -0.025
H -2.4133 2.1264 -0.2533 -0.004 -0.029 0.014
H -1.7498 1.5434 -2.3727 -0.024 -0.016 0.014
H 2.3969 1.5782 -3.3277 0.016 -0.022 0.051
H 3.3981 2.5100 0.9990 0.011 -0.034 0.065
H 4.9358 1.6999 0.6124 0.008 -0.058 -0.028
H 3.4939 0.7578 1.0334 0.193 0.049 0.121
H 3.6426 3.7479 -1.2095 0.006 0.002 -0.005
H 3.9506 2.8544 -2.7024 0.001 0.016 -0.002
H 5.1751 2.8788 -1.4252 -0.006 -0.006 0.012
H 3.7190 -0.5545 -1.0977 0.033 -0.029 -0.029
H 5.2179 0.3560 -1.3794 -0.004 -0.011 0.019
H 3.9718 0.2719 -2.6383 -0.001 -0.041 -0.008
H 1.7801 2.6587 -5.1841 0.027 -0.031 -0.015
H 0.8806 1.8459 -6.4760 -0.011 0.002 -0.007
H 1.8089 0.8876 -5.3140 0.028 0.033 -0.023
H -0.3336 3.8360 -4.4773 -0.023 0.006 0.010
H -1.8171 2.9218 -4.1852 -0.011 0.019 -0.005
H -1.1729 3.0479 -5.8317 0.001 -0.017 0.005
H -0.2557 -0.4437 -4.8965 -0.021 -0.031 0.014
H -1.1952 0.5583 -6.0249 -0.001 0.013 0.015
H -1.7358 0.3132 -4.3472 -0.043 -0.043 0.020
C 2.7234 -0.5107 8.6010 0.000 0.019 -0.112
C 2.8713 0.5198 7.5153 -0.027 -0.030 0.059
C 3.4352 1.7597 7.7906 -0.023 0.007 -0.072
C 3.5893 2.6913 6.7786 -0.050 -0.151 0.044
Cl 4.2901 4.2443 7.1629 0.055 0.127 0.012
C 3.1949 2.4153 5.4832 0.029 0.017 -0.044
C 2.6244 1.1835 5.2066 0.009 -0.045 -0.069
C 2.4526 0.2430 6.2119 0.104 0.069 0.135
O 1.7846 -0.9240 5.9568 -0.061 0.029 -0.101
C 2.5860 -2.0314 5.5055 0.206 -0.105 -0.180
C 3.4847 -1.6803 4.2769 0.156 -0.205 0.300
O 4.6871 -1.5057 4.5380 -0.050 0.015 -0.062
O 2.8859 -1.6161 3.1742 1.483 -0.704 1.571
H 2.7243 -0.0423 9.5857 0.002 -0.002 0.006
H 3.5538 -1.2193 8.5571 -0.033 -0.037 0.035
H 1.8001 -1.0739 8.4676 0.014 -0.014 0.027
H 3.7472 1.9993 8.7996 0.020 0.015 -0.008
H 3.3241 3.1456 4.6963 0.008 0.004 0.011
H 2.3058 0.9443 4.2010 -0.024 -0.024 -0.033
H 1.8658 -2.8016 5.2297 -0.021 0.030 0.020
H 3.2214 -2.3833 6.3250 -0.008 0.064 0.003
```
Positions in Å, forces in eV/Å.

Its frontier orbital gap is 0.1933 Eh. As for the spin multiplicity: 1. As for the relative energy (zero: lowest compared OMol25 entry of this formula, charge and spin): 32.4 kcal/mol. Its total charge is -2. The calculation puts the total energy at -71888.227 eV.

---

[2]
Here is a structure of composition C43H63BN5O9P3Sr in a non-equilibrium geometry from the Open Molecules 2025 dataset. Energies are from wB97M-V/def2-TZVPD.

Geometry as XYZ:
```
125
Properties=species:S:1:pos:R:3:forces:R:3
Sr -0.1726 -0.9114 0.4610 10.919 -0.770 -8.719
C -3.9601 -1.0640 2.8652 -0.560 -0.106 0.069
C -2.4916 -0.7716 2.9453 0.353 -0.005 -0.137
O -2.1060 -0.2955 4.2352 0.135 0.117 -0.440
P -1.9162 0.4001 1.7381 -4.391 5.389 3.065
O -2.8926 1.6375 1.9027 0.499 -1.526 -0.094
O -2.2216 -0.2684 0.3359 -2.740 0.665 0.207
O -0.4925 0.6682 1.9341 0.014 1.606 1.435
P -1.5080 -2.2726 2.5880 -1.943 -4.375 2.625
O -2.2701 -2.8652 1.1796 1.279 1.592 0.769
O -1.7885 -3.2868 3.6339 -0.180 0.282 -0.172
O -0.1136 -1.9462 2.2440 0.730 -1.471 2.683
H -4.5422 -0.2292 3.2560 0.114 0.081 -0.043
H -4.1869 -1.9549 3.4535 0.013 0.002 -0.034
H -4.2433 -1.2356 1.8226 -0.083 -0.019 0.197
H -1.2138 0.0691 4.1025 -0.062 -0.011 0.403
H -2.5175 2.4327 1.4385 -0.011 0.534 -0.256
H -2.0258 -1.1597 0.6653 -3.513 -1.514 -1.532
H -2.7279 -3.6373 1.5035 -0.354 -0.528 -0.038
C 3.4115 3.6432 -0.4548 0.119 0.073 0.048
C 3.5193 4.5798 0.7533 -0.115 -0.008 -0.175
C 2.4481 5.6731 0.6720 0.181 -0.035 0.026
C 3.4509 3.8405 2.0725 -0.038 0.198 0.012
C 4.5387 3.8829 2.9237 0.123 0.023 0.068
C 4.5215 3.2529 4.1575 0.083 -0.038 0.154
C 3.3779 2.5906 4.5597 0.304 0.085 0.073
C 2.2525 2.5411 3.7529 -0.298 0.138 -0.311
C 1.0280 1.8054 4.2448 -0.107 0.085 0.153
C 0.4891 2.4067 5.5475 0.044 -0.039 -0.156
C 1.3319 0.3137 4.3874 -0.112 0.199 -0.100
C 2.2787 3.1525 2.4773 0.860 0.170 1.007
N 1.2890 3.0125 1.5638 -1.165 -0.413 -0.955
C 0.0811 3.4188 1.6131 0.941 0.456 0.782
C -0.8642 3.2812 0.5702 -0.798 0.196 -0.557
C -2.1164 3.9515 0.5311 0.477 0.372 0.130
C -2.6621 3.6538 -0.7110 -0.264 -0.016 -0.123
C -1.7383 2.8006 -1.3483 -0.296 0.119 -0.093
N -0.6779 2.5712 -0.5760 0.438 -0.296 0.185
C -1.8173 2.3008 -2.7699 -0.047 -0.107 -0.226
C -0.8746 1.1221 -3.0068 0.017 0.283 0.352
C -3.2507 1.8765 -3.1083 0.175 0.083 0.055
C -1.3844 3.4500 -3.6935 -0.072 -0.141 0.104
H 3.3476 4.2294 -1.3703 -0.013 0.016 -0.128
H 2.5320 3.0054 -0.3778 0.003 0.021 -0.081
H 4.2981 3.0173 -0.5246 0.076 -0.096 -0.052
H 4.5016 5.0742 0.7046 -0.131 -0.096 0.109
H 1.4703 5.2191 0.5540 -0.112 0.109 -0.082
H 2.6384 6.3155 -0.1868 -0.012 0.067 -0.098
H 2.4460 6.2874 1.5731 -0.019 0.073 0.063
H 5.4317 4.4180 2.6200 -0.010 0.023 -0.097
H 5.3919 3.2874 4.8009 0.018 -0.015 0.016
H 3.3695 2.1076 5.5301 -0.079 -0.051 0.018
H 0.2503 1.9179 3.4908 0.152 -0.082 0.156
H 1.2236 2.3339 6.3496 0.022 -0.010 0.106
H -0.4162 1.8826 5.8595 -0.039 -0.029 0.070
H 0.2413 3.4608 5.4103 0.013 0.020 0.014
H 2.1661 0.1382 5.0650 0.099 -0.002 0.095
H 1.5809 -0.0977 3.4129 0.043 -0.145 -0.052
H 0.4777 -0.2398 4.7784 -0.005 -0.131 0.085
H -0.2814 4.0253 2.4675 0.111 -0.111 -0.030
H -2.5107 4.6194 1.2851 0.002 0.060 0.023
H -3.6032 4.0196 -1.0917 -0.045 -0.045 -0.079
H -1.1465 0.2704 -2.3860 -0.081 -0.142 -0.100
H 0.1420 1.3898 -2.7307 0.048 0.011 -0.069
H -0.9028 0.8331 -4.0568 -0.007 -0.132 -0.079
H -3.5721 1.0972 -2.4210 -0.102 -0.136 0.059
H -3.3024 1.4872 -4.1260 0.004 -0.034 -0.085
H -3.9422 2.7139 -3.0284 -0.104 0.086 0.016
H -0.3575 3.7179 -3.4601 0.142 0.123 -0.018
H -2.0161 4.3264 -3.5532 -0.059 0.096 0.012
H -1.4333 3.1415 -4.7381 -0.007 -0.030 -0.136
N 1.8343 -0.0062 -1.3336 0.448 0.167 -0.569
C 2.6201 0.0706 -2.1906 -1.326 -0.117 1.485
C 3.5803 0.1086 -3.1762 0.224 -0.019 -0.289
C 4.0739 1.2972 -3.7078 0.164 0.604 -0.133
N 4.5357 2.2422 -4.1842 0.069 0.335 -0.105
C 4.1435 -1.0624 -3.6791 0.344 -0.604 -0.244
N 4.6817 -1.9785 -4.1336 0.027 -0.279 -0.037
C -5.8160 -4.0815 -5.5530 -0.025 -0.042 0.218
C -5.7366 -4.2675 -4.0309 -0.134 -0.032 -0.043
C -6.6002 -3.1885 -3.3698 0.144 -0.189 -0.115
C -6.3249 -5.6357 -3.6542 0.063 0.172 -0.048
C -4.2768 -4.1825 -3.5889 -0.008 -0.132 -0.048
C -3.3845 -5.1973 -3.9344 -0.182 -0.018 -0.047
C -2.0432 -5.1857 -3.5685 0.304 0.176 0.147
C -1.5833 -4.1075 -2.8389 -0.826 0.481 -0.055
O -0.3635 -3.8037 -2.3591 0.376 -0.551 -0.319
B -0.4316 -2.5472 -1.6885 0.921 -0.573 0.295
O -1.7839 -2.1409 -1.8176 -0.841 0.812 0.125
C -2.4652 -3.0719 -2.4993 -0.288 -1.010 -0.637
C -3.7984 -3.0943 -2.8615 0.394 0.162 0.207
H -6.8466 -4.1707 -5.8983 -0.118 -0.007 -0.057
H -5.2118 -4.8273 -6.0621 0.071 -0.093 -0.099
H -5.4410 -3.0980 -5.8248 0.057 0.117 -0.084
H -7.6439 -3.3213 -3.6540 -0.079 -0.020 -0.060
H -6.2882 -2.1970 -3.6879 -0.006 0.154 0.053
H -6.5322 -3.2559 -2.2863 -0.012 0.078 0.131
H -7.3877 -5.6712 -3.8944 -0.113 -0.005 -0.060
H -6.2078 -5.8171 -2.5879 0.014 -0.041 0.116
H -5.8301 -6.4386 -4.1930 0.047 -0.132 -0.027
H -3.7330 -6.0355 -4.5195 -0.088 -0.116 -0.060
H -1.3853 -5.9922 -3.8524 0.110 -0.081 -0.036
H -4.4229 -2.2647 -2.5803 -0.145 0.140 0.063
C 5.8543 0.4310 1.0493 -0.326 0.034 -0.044
C 4.3360 0.4869 0.9095 -0.212 -0.275 0.003
P 3.3747 -1.0872 1.1013 0.654 0.157 0.398
C 4.0371 -1.6361 2.7545 -0.071 -0.019 -0.269
C 3.2467 -2.8215 3.2880 0.081 0.140 0.062
C 4.3308 -2.1961 -0.0514 -0.465 0.065 0.161
C 3.4021 -3.2563 -0.6247 -0.113 0.318 -0.067
H 6.2612 1.4126 0.8161 0.175 0.120 -0.007
H 6.2922 -0.2882 0.3626 0.099 -0.099 -0.089
H 6.1548 0.1746 2.0621 0.059 -0.046 0.136
H 4.0572 0.8427 -0.0827 0.014 0.114 0.035
H 3.9249 1.1928 1.6330 -0.069 0.075 -0.041
H 3.9379 -0.7799 3.4251 0.037 0.057 0.053
H 5.0971 -1.8934 2.6830 0.056 0.123 0.013
H 2.1839 -2.6009 3.2611 -0.205 -0.066 0.063
H 3.5328 -3.0538 4.3146 -0.009 -0.126 0.060
H 3.4190 -3.6986 2.6682 -0.019 -0.184 -0.021
H 5.1780 -2.6583 0.4635 0.082 0.174 -0.015
H 4.6974 -1.5687 -0.8639 0.168 0.024 -0.031
H 2.9863 -3.8634 0.1766 -0.114 -0.196 0.033
H 3.9354 -3.8939 -1.3261 -0.098 -0.105 -0.153
H 2.5632 -2.7512 -1.1227 0.118 -0.371 -0.042
```
Positions in Å, forces in eV/Å.

Its frontier orbital gap is 0.2069 Eh. As for the spin multiplicity: 1. Its total charge is -2. The calculation puts the total energy at -100877.117 eV.